[1]
The following is a DFT calculation (ωB97M-V/def2-TZVPD) of 13 unconnected molecules or ions with the total composition C51H126N12O31P4 in a non-equilibrium geometry.

CARTESIAN COORDINATES (ANGSTROEM)
O -4.526802 -1.909515 4.008684
P -4.525607 -0.403634 4.181550
N -5.079970 0.315604 2.833227
C -5.016953 -0.551554 1.721476
C -5.029604 1.802632 2.631685
N -3.023526 0.120907 4.497465
C -2.027729 -0.875213 4.849657
C -2.678160 1.526965 4.760080
N -5.495780 0.156067 5.460461
C -6.950544 -0.190875 5.319805
C -4.860231 -0.198950 6.806149
H -5.341384 -1.523039 2.058106
H -3.977300 -0.619572 1.353119
H -5.629338 -0.164299 0.884159
H -5.800520 2.062913 1.842162
H -4.061777 2.165871 2.266607
H -5.259293 2.350538 3.546878
H -1.832504 -0.890521 5.905742
H -2.397887 -1.898336 4.627162
H -1.158459 -0.699351 4.228400
H -1.734804 1.696514 4.267276
H -3.418709 2.266515 4.305660
H -2.594777 1.806598 5.779982
H -7.572813 0.368710 6.013417
H -7.274975 0.121146 4.307030
H -7.062450 -1.274595 5.376151
H -3.896832 0.329409 6.884395
H -4.758589 -1.275217 7.004303
H -5.596010 0.167549 7.532439
O -0.632643 5.757084 -2.266827
P -0.416615 7.020042 -1.507696
N 1.125813 6.910609 -0.868291
C 1.488430 5.536214 -0.511693
C 1.662584 7.934573 0.023392
N -1.619588 7.325339 -0.384802
C -2.762037 6.266830 -0.289774
C -1.922026 8.613332 0.244462
N -0.257715 8.467090 -2.322961
C -1.401886 9.309553 -2.694890
C 0.886582 8.420525 -3.340175
H 1.239378 5.260305 0.513894
H 2.601536 5.424458 -0.509147
H 1.075247 4.882712 -1.235732
H 1.291591 8.963978 -0.212559
H 2.729213 8.017899 -0.287257
H 1.452307 7.739551 1.090881
H -2.607676 5.491022 -1.000574
H -2.845943 5.899281 0.730192
H -3.654059 6.750408 -0.564830
H -2.249910 8.447288 1.256561
H -1.046524 9.223275 0.286157
H -2.688711 9.188824 -0.259323
H -1.559232 9.266230 -3.800060
H -2.253756 8.932328 -2.223473
H -1.287974 10.348928 -2.475565
H 1.345913 7.436666 -3.331921
H 1.616735 9.096103 -3.002146
H 0.558912 8.658787 -4.359289
O 0.261440 -4.082743 -3.551874
P -0.629344 -5.145071 -4.019515
N -0.943892 -6.522606 -3.131524
C -2.127613 -6.637422 -2.168001
C 0.238832 -7.231187 -2.632937
N 0.130360 -5.850783 -5.442484
C 1.246280 -5.100634 -6.005890
C -0.268671 -7.168736 -5.941029
N -2.180772 -4.548749 -4.276996
C -3.197864 -5.331961 -5.075332
C -2.322892 -3.111909 -4.513102
H -2.066756 -6.090011 -1.206089
H -2.187180 -7.758750 -2.006176
H -3.076443 -6.329716 -2.626509
H -0.035181 -8.244948 -2.283652
H 0.644243 -6.744329 -1.768356
H 1.062664 -7.232129 -3.388589
H 2.199970 -5.593637 -5.815181
H 1.114184 -4.964883 -7.072437
H 1.238538 -4.100851 -5.500671
H -1.128110 -6.972759 -6.597852
H 0.526262 -7.689375 -6.425769
H -0.512521 -7.721427 -5.047636
H -3.084077 -6.377030 -4.910571
H -4.162659 -4.967083 -4.720733
H -3.008013 -5.098517 -6.127397
H -1.425922 -2.620553 -4.170873
H -3.208651 -2.557666 -4.199114
H -2.264998 -2.993201 -5.634285
O 0.783257 -1.281518 0.461149
P 0.501215 0.013432 -0.200047
N -0.726230 0.949048 0.433211
C -0.964626 2.314671 0.014249
C -1.166162 0.565249 1.744831
N 0.052091 -0.083825 -1.805787
C 0.946206 -0.884178 -2.722225
C -1.251149 -0.006174 -2.344451
N 1.890544 0.881414 -0.100904
C 2.300634 1.864265 -1.114562
C 2.701407 0.710177 1.064083
H -1.975500 2.546554 0.255953
H -0.746575 2.462549 -1.028270
H -0.428245 3.075128 0.547661
H -0.604976 1.136988 2.499708
H -0.939475 -0.508770 1.942988
H -2.221771 0.752348 1.830631
H 0.671384 -1.921234 -2.741288
H 0.875132 -0.511271 -3.753187
H 2.026160 -0.824754 -2.394804
H -1.598103 -1.006251 -2.574809
H -1.893160 0.392755 -1.546296
H -1.266763 0.571530 -3.267302
H 3.347522 1.820432 -1.439779
H 1.728703 1.698766 -1.996345
H 2.103014 2.890256 -0.765552
H 3.219242 -0.225665 1.019349
H 1.968849 0.634672 1.875234
H 3.327746 1.531389 1.245120
C 4.719676 0.506378 3.715017
O 4.667568 -0.753949 2.992328
C 4.316970 -1.840724 3.723301
O 4.070951 -1.805577 4.864243
O 4.396699 -2.922316 2.913664
C 3.825041 -4.106864 3.515568
H 3.720402 0.769184 4.058399
H 5.080804 1.235523 2.963989
H 5.436794 0.481900 4.539623
H 2.745943 -4.122954 3.784152
H 4.444262 -4.281961 4.402341
H 3.949659 -4.817747 2.712340
C 3.120240 -1.860768 -5.236463
O 3.350306 -0.436745 -5.000642
C 2.352586 0.290096 -5.605104
O 1.400796 -0.086228 -6.269994
O 2.475035 1.508561 -5.132021
C 1.535088 2.473445 -5.797644
H 3.148764 -2.130359 -6.295394
H 2.216185 -2.103129 -4.742855
H 3.916827 -2.430342 -4.729353
H 0.759944 1.822580 -6.176652
H 2.063809 2.930881 -6.619461
H 1.166208 3.203895 -5.088597
C 4.695826 4.831864 1.241138
O 3.962459 3.689622 1.874894
C 2.956285 4.078502 2.640959
O 2.698931 5.207649 3.012716
O 2.337188 3.009192 3.012564
C 1.358388 3.149734 4.052209
H 3.887278 5.584158 1.088953
H 5.175103 4.377498 0.331285
H 5.534128 5.181804 1.854083
H 1.894458 3.526210 4.876810
H 0.895892 2.175891 4.291152
H 0.569896 3.869837 3.714886
C 4.696105 -6.129932 -3.635709
O 4.404466 -4.767507 -3.332687
C 4.006831 -4.486228 -2.086895
O 3.778774 -5.327581 -1.224619
O 3.910629 -3.145776 -1.983301
C 3.435157 -2.620785 -0.726264
H 5.641485 -6.385305 -3.205495
H 4.718004 -6.168098 -4.691100
H 3.873331 -6.702752 -3.342333
H 4.022827 -2.914704 0.113698
H 2.381524 -2.812079 -0.444960
H 3.460458 -1.530969 -0.787964
C -6.863111 4.723887 0.512352
O -6.544820 4.129068 -0.747861
C -5.328438 3.744809 -0.906876
O -4.533307 3.648759 0.005912
O -5.114381 3.388786 -2.194030
C -3.798972 2.862375 -2.530804
H -7.974790 4.865616 0.639111
H -6.491241 5.758032 0.429603
H -6.283122 4.208816 1.282582
H -3.780284 1.795705 -2.249852
H -2.994765 3.371847 -1.976496
H -3.648073 3.030772 -3.604782
C 10.548446 1.190894 -0.881449
O 9.220812 1.019257 -1.318354
C 8.315563 0.863867 -0.371876
O 8.573590 1.049326 0.800455
O 7.184270 0.517720 -0.899981
C 6.092280 0.474424 0.043702
H 11.183289 1.217987 -1.734850
H 10.882566 0.366060 -0.252580
H 10.463342 2.155846 -0.317463
H 5.811069 1.491819 0.287189
H 6.361118 -0.039375 0.992672
H 5.219198 0.085633 -0.494220
C 1.118450 -1.902345 3.389493
O 1.307689 -0.669119 4.117525
C 1.218234 -0.652491 5.440278
O 1.280368 0.388310 6.085485
O 1.081554 -1.859811 6.000088
C 1.002162 -1.919365 7.393775
H 1.534647 -2.709193 3.922635
H 1.532161 -1.837745 2.426432
H 0.037622 -2.065310 3.270820
H 0.065911 -1.554728 7.849802
H 1.897387 -1.393173 7.743890
H 1.142318 -2.958570 7.607133
C -6.526424 -1.700910 -1.476075
O -5.088716 -1.466482 -1.269883
C -4.294689 -2.523529 -1.095773
O -4.604700 -3.703174 -1.192866
O -3.059430 -2.082156 -0.859555
C -1.987551 -3.013343 -0.649387
H -6.980856 -2.279721 -0.710086
H -6.622066 -2.182313 -2.465844
H -6.943175 -0.676483 -1.546710
H -2.367475 -3.996201 -0.345722
H -1.280380 -2.572261 0.059614
H -1.414739 -3.052772 -1.556637
C 0.584119 -4.481058 0.573315
O -0.529377 -5.199840 1.055327
C -0.506826 -5.439800 2.377718
O 0.399375 -5.147391 3.127371
O -1.595456 -6.090761 2.703751
C -1.800252 -6.394767 4.072300
H 0.459496 -4.431276 -0.491567
H 1.552205 -4.896763 0.735642
H 0.493470 -3.456066 0.942441
H -1.047537 -5.929172 4.739751
H -1.821173 -7.497658 4.163744
H -2.688773 -5.929342 4.387094

Cartesian forces (eV/Å) of the 2 atoms listed first:
-0.11 1.77 0.41
-1.09 -2.35 1.08

Computed properties:
**HOMO-LUMO gap**: 8.54 eV
**Total energy**: -6373.92259 Ha
**Total charge**: 0
**Strongest force on any atom**: 3.78 eV Å⁻¹
**E_HOMO**: -8.071 eV



[2]
The following is a DFT calculation (ωB97M-V/def2-TZVPD) of a molecular structure, C51H135BCuN5O17 in a non-equilibrium geometry.

CARTESIAN COORDINATES (ANGSTROEM)
Cu 2.890218 -1.813686 -0.224179
B 1.390385 0.140776 -0.080123
H 1.208982 -0.674617 -0.763113
H 1.746518 0.995768 -0.633638
H 0.459906 0.401558 0.399925
H 2.155356 -0.147477 0.624140
C 2.624042 -5.803487 3.669989
O 3.557049 -5.002460 2.976934
C 3.425134 -3.602432 3.148949
C 2.075316 -3.135032 2.621052
N 1.987017 -3.508438 1.252058
C 0.581424 -3.286346 0.922002
C 0.210900 -4.096776 -0.330033
O 0.519009 -5.502972 -0.182619
C 0.106981 -6.228387 -1.343786
H 2.853274 -5.590070 4.714021
H 2.814072 -6.868644 3.537943
H 1.576267 -5.629765 3.424873
H 4.179409 -3.066611 2.572707
H 3.617659 -3.290880 4.175586
H 2.050935 -2.054804 2.764598
H 1.321231 -3.564343 3.280718
H 2.132111 -4.492152 1.074947
H 0.469978 -2.235413 0.655114
H -0.085776 -3.447306 1.768781
H 0.690721 -3.735141 -1.239478
H -0.878125 -4.087780 -0.375302
H 0.606722 -5.937224 -2.267688
H -0.958549 -6.140268 -1.555845
H 0.340885 -7.284703 -1.211208
C -0.132643 -0.023982 3.192746
O 0.209385 -0.670179 4.437663
C -0.747404 -1.581897 4.927970
C -0.373673 -2.236819 6.256425
N 0.875870 -2.937713 6.199173
C 1.303971 -3.481337 7.509490
C 0.298886 -4.498901 8.147744
O -0.747352 -3.825114 8.877097
C -1.798465 -4.671545 9.277286
H 0.793513 0.438669 2.851726
H -0.918998 0.722474 3.304854
H -0.444096 -0.707356 2.402750
H -0.993096 -2.387559 4.236120
H -1.645561 -0.974403 5.039123
H -1.186684 -2.934195 6.458389
H -0.347717 -1.561761 7.111827
H 1.527901 -2.207546 5.950542
H 1.751020 -2.804073 8.237198
H 2.191491 -4.088574 7.331487
H 0.749749 -5.131447 8.912418
H 0.016657 -5.228873 7.389067
H -2.566815 -4.106974 9.805498
H -1.408211 -5.508490 9.856357
H -2.315128 -5.047584 8.394254
C -0.701829 5.575202 -0.712003
O -0.486987 6.660539 -1.615259
C -0.171494 7.895577 -0.975318
C 0.424404 8.899528 -1.997153
N -0.601328 9.522025 -2.853472
C 0.123991 10.389845 -3.732018
C -0.782165 10.990205 -4.808831
O 0.058036 11.705336 -5.704931
C -0.679058 12.323862 -6.759189
H -1.679785 5.662949 -0.238711
H 0.076825 5.591892 0.050572
H -0.640592 4.647468 -1.280895
H 0.451713 7.781132 -0.088406
H -1.132000 8.328560 -0.695955
H 1.215988 8.407444 -2.562259
H 1.020172 9.653550 -1.482743
H -1.113363 8.789206 -3.323473
H 0.844977 9.783994 -4.280839
H 0.627665 11.196480 -3.199318
H -1.581247 11.657955 -4.486848
H -1.196939 10.202415 -5.437678
H 0.037450 12.946982 -7.294399
H -1.465401 12.955396 -6.345760
H -1.078513 11.545456 -7.409280
C 4.358053 0.225512 1.946146
O 4.507275 -0.790176 0.974494
C 5.833387 -1.205158 0.678622
C 5.821960 -1.966284 -0.630759
N 4.852647 -3.070951 -0.693060
C 4.801690 -3.618323 -2.073686
C 4.006161 -2.707207 -3.018078
O 2.668369 -2.642889 -2.538343
C 1.744364 -1.931092 -3.424190
H 4.857407 1.178748 1.772700
H 4.855506 -0.059809 2.873094
H 3.347464 0.540077 2.206636
H 6.143709 -1.978019 1.381821
H 6.539897 -0.378855 0.600094
H 6.826100 -2.298794 -0.893887
H 5.443964 -1.218921 -1.328367
H 5.238573 -3.777417 -0.083096
H 4.250373 -4.557144 -2.021100
H 5.787430 -3.884911 -2.454944
H 4.005473 -3.124652 -4.024976
H 4.398836 -1.692118 -3.077355
H 0.768721 -2.108930 -2.971868
H 1.758193 -2.268751 -4.460484
H 1.955168 -0.861797 -3.407701
C -4.075384 -6.127984 -4.534971
O -4.318937 -4.997200 -5.443840
C -4.639057 -5.457122 -6.759618
C -4.509781 -4.338791 -7.789075
N -3.277003 -3.590838 -7.618894
C -3.187559 -2.329193 -8.441663
C -1.927600 -1.466022 -8.049573
O -2.022314 -1.108153 -6.665681
C -0.791116 -1.008173 -5.962259
H -3.964605 -5.721329 -3.529760
H -3.170187 -6.686087 -4.774247
H -4.933655 -6.799535 -4.556840
H -5.688485 -5.751112 -6.778883
H -3.990146 -6.287512 -7.037943
H -5.347901 -3.674309 -7.579028
H -4.652957 -4.671332 -8.817187
H -3.264969 -3.412072 -6.624913
H -4.097723 -1.750708 -8.283394
H -3.177217 -2.637159 -9.487197
H -1.934297 -0.628505 -8.747156
H -1.051223 -2.094872 -8.206413
H -0.167943 -1.880774 -6.158041
H -0.938220 -1.009674 -4.882233
H -0.229416 -0.104587 -6.199194
C 3.429984 1.659508 5.645230
C 3.094492 0.409149 6.536417
C 1.943512 0.644747 7.526960
O 2.740978 -0.652775 5.655118
H 3.861316 2.453229 6.255194
H 2.476695 2.029405 5.267723
H 4.156801 1.398235 4.876087
H 3.933778 0.030570 7.119823
H 1.704427 -0.270024 8.069294
H 1.029794 1.060805 7.102576
H 2.225800 1.340529 8.317087
H 1.954265 -0.470065 5.136183
C -4.150908 -2.336962 3.173157
C -5.127436 -1.180288 3.447096
C -6.136589 -0.927367 2.346210
O -5.923434 -1.572974 4.587321
H -3.904857 -2.846879 4.104566
H -3.275857 -2.061090 2.584693
H -4.646210 -3.040404 2.503878
H -4.608955 -0.257612 3.707743
H -6.845122 -0.178450 2.700034
H -6.748291 -1.769374 2.022251
H -5.698220 -0.469592 1.459428
H -5.359292 -2.055047 5.196371
C -0.465840 2.167829 -3.078427
C -1.533154 1.476600 -2.245685
C -2.803747 1.135733 -3.034938
O -1.006132 0.294150 -1.633637
H -0.401216 1.616152 -4.016292
H 0.481247 2.149228 -2.539187
H -0.755352 3.183744 -3.347145
H -1.723002 2.133083 -1.396516
H -3.676810 0.748256 -2.509852
H -2.398776 0.325041 -3.640638
H -3.064282 1.908085 -3.758605
H -0.148041 0.466966 -1.239413
C -3.169164 1.436689 0.874424
C -3.311386 2.865943 1.101458
C -4.704821 3.195045 1.636857
O -2.260862 3.245987 1.941586
H -3.785152 1.120260 0.032681
H -3.299330 0.828686 1.769688
H -2.162896 1.147527 0.571252
H -3.187087 3.447448 0.187948
H -4.881240 2.924366 2.677866
H -5.459590 2.777675 0.970357
H -4.817475 4.265731 1.466429
H -1.422001 3.300706 1.477982
C -2.650626 -2.805912 -2.739321
C -3.304019 -2.223556 -1.468617
C -4.261816 -3.201578 -0.718988
O -2.288735 -1.902405 -0.549766
H -2.284062 -3.831267 -2.690519
H -1.774506 -2.215176 -3.006813
H -3.335389 -2.717275 -3.582726
H -3.808380 -1.279815 -1.676173
H -3.749107 -4.102484 -0.381952
H -5.063488 -3.423600 -1.423358
H -4.731312 -2.710999 0.133655
H -1.735528 -1.202991 -0.905262
C 2.758002 3.588789 1.417253
C 1.382906 3.348561 2.010540
C 0.946830 4.405415 2.942360
O 0.420602 3.144761 0.956583
H 2.789134 4.482397 0.793893
H 3.060395 2.767553 0.767462
H 3.501189 3.775685 2.192392
H 1.453707 2.462476 2.641357
H 0.003898 4.089752 3.388838
H 0.766545 5.351190 2.431380
H 1.732756 4.513582 3.689833
H 0.576252 2.236588 0.687149
C 3.073839 2.489570 -3.112490
C 4.353081 1.888519 -2.544741
C 5.029324 2.734240 -1.488272
O 3.998057 0.667399 -1.949852
H 2.408784 2.747279 -2.288234
H 2.585578 1.792309 -3.793322
H 3.311616 3.413250 -3.640102
H 5.069526 1.684695 -3.340510
H 5.370595 2.200919 -0.601023
H 4.375192 3.513825 -1.097816
H 5.851403 3.265596 -1.967810
H 3.251995 0.716705 -1.347732

Cartesian forces (eV/Å) of the 2 atoms listed first:
-0.30 -0.43 0.24
0.55 -0.11 0.19

Computed properties:
**HOMO-LUMO gap**: 8.54 eV
**Total energy**: -5241.95429 Ha
**Total charge**: 0
**Strongest force on any atom**: 4.46 eV Å⁻¹
**E_HOMO**: -8.032 eV



What is the total charge in the first record?
0



Which of these has the lowest E_HOMO?
C51H126N12O31P4



Which of these has the lowest total energy?
C51H126N12O31P4



Look up the HOMO-LUMO gap of the first one.
8.54 eV